ORCA calculation (wB97M-V/def2-TZVPD) on 8 unconnected molecules or ions with the total composition C37H87N3O13.

Last column: Löwdin charge in e.
CARTESIAN COORDINATES (ANGSTROEM)
C  2.42926  -9.33197  5.70926  -0.045
C  2.74488  -10.41955  6.74846  -0.487
C  4.05330  -11.10332  6.23872  -0.041
C  3.11957  -9.74386  8.12363  -0.132
C  1.95289  -9.40912  9.02895  -0.178
C  1.17830  -10.73541  9.17034  -0.128
C  0.69418  -11.41381  7.81413  -0.475
C  0.28369  -12.90312  8.05154  -0.036
C  -0.61665  -10.65617  7.46944  -0.035
N  1.68646  -11.40099  6.76634  -0.090
O  1.18573  -11.74797  5.45878  -0.004
H  1.42694  -8.90298  5.72717  0.082
H  3.10013  -8.47226  5.72118  0.079
H  2.57403  -9.79694  4.73401  0.073
H  3.86191  -11.51725  5.24931  0.071
H  4.91884  -10.44238  6.17005  0.081
H  4.41280  -11.75281  7.03779  0.078
H  3.90767  -10.26768  8.66437  0.115
H  3.50411  -8.76855  7.82290  0.106
H  2.26117  -9.01980  9.99929  0.111
H  1.26746  -8.66558  8.62089  0.104
H  0.38303  -10.54507  9.89265  0.111
H  1.72257  -11.50059  9.72674  0.109
H  -0.04310  -13.38272  7.12832  0.052
H  -0.57594  -12.99739  8.71625  0.079
H  1.08257  -13.52602  8.45544  0.076
H  -1.36886  -10.87759  8.22587  0.078
H  -1.00112  -10.86159  6.47065  0.075
H  -0.28901  -9.61718  7.51756  0.066
H  1.45599  -12.66644  5.35722  0.052
C  -8.29798  -14.68168  5.40672  -0.033
C  -7.79146  -13.21864  5.31911  -0.480
C  -9.02976  -12.25405  5.22075  -0.029
C  -7.15980  -12.82867  6.70614  -0.135
C  -6.32949  -11.51150  6.73833  -0.160
C  -5.37243  -11.46718  5.51693  -0.150
C  -5.96224  -11.82746  4.14220  -0.480
C  -6.69262  -10.58740  3.58602  -0.023
C  -4.72082  -12.15834  3.31295  -0.043
N  -6.80431  -13.07021  4.25629  -0.112
O  -7.27532  -13.53479  3.03385  -0.006
H  -8.94429  -14.90639  4.55791  0.083
H  -7.43555  -15.34786  5.43640  0.063
H  -8.93296  -14.82398  6.28128  0.085
H  -9.85995  -12.71313  5.75670  0.079
H  -8.86932  -11.18702  5.37059  0.067
H  -9.30807  -12.27361  4.16513  0.075
H  -7.89907  -12.69395  7.49660  0.111
H  -6.55804  -13.65723  7.08410  0.103
H  -7.05316  -10.70045  6.65109  0.093
H  -5.68204  -11.41641  7.60938  0.108
H  -4.57586  -12.13625  5.84531  0.109
H  -4.96408  -10.45787  5.45727  0.120
H  -7.48277  -10.87007  2.89051  0.083
H  -5.91806  -9.93339  3.18539  0.085
H  -7.20845  -9.97868  4.32979  0.068
H  -4.45283  -13.16795  3.62954  0.067
H  -3.83609  -11.55214  3.50437  0.090
H  -4.92897  -12.30802  2.25312  0.085
H  -6.86978  -14.39300  2.88733  0.086
C  -0.71627  -21.10173  6.45996  -0.003
C  -1.28238  -19.60804  6.33404  -0.431
C  -1.62290  -19.31327  4.84836  -0.042
C  -2.70680  -19.53990  7.05919  -0.139
C  -2.66178  -19.42697  8.60904  -0.167
C  -1.82256  -18.18790  8.98504  -0.107
C  -0.40560  -18.19299  8.35262  -0.486
C  0.24442  -16.78610  8.40662  -0.031
C  0.55254  -19.13114  9.03216  -0.043
N  -0.46049  -18.48560  6.89479  -0.112
O  0.77473  -18.49286  6.25567  -0.019
H  -1.03549  -21.64628  5.57289  0.075
H  0.36717  -20.98154  6.43360  0.071
H  -0.99076  -21.39296  7.47321  0.059
H  -2.07391  -18.32226  4.78789  0.048
H  -0.74990  -19.18923  4.20703  0.076
H  -2.33269  -20.03762  4.44897  0.085
H  -3.30439  -18.72613  6.64615  0.087
H  -3.25194  -20.44051  6.77271  0.111
H  -3.70836  -19.39456  8.91401  0.103
H  -2.34821  -20.41040  8.96139  0.099
H  -1.85499  -18.14483  10.07429  0.119
H  -2.37690  -17.29958  8.67949  0.108
H  0.32434  -16.41134  9.42771  0.088
H  -0.46569  -16.08682  7.96169  0.068
H  1.18309  -16.64576  7.87237  0.073
H  0.21742  -20.16849  9.06279  0.075
H  0.91725  -18.83042  10.01500  0.086
H  1.50313  -19.17694  8.49881  0.084
H  0.67919  -17.69041  5.73456  0.080
O  1.86247  -14.43396  4.67504  -0.078
C  2.77867  -15.28795  5.34760  -0.214
C  4.22783  -14.91177  5.07204  -0.238
O  4.77920  -15.42375  3.86648  -0.055
H  0.96428  -14.76994  4.76451  0.036
H  2.68654  -15.22198  6.43332  0.108
H  2.56915  -16.32929  5.09878  0.117
H  4.90302  -15.12546  5.90205  0.118
H  4.33649  -13.82630  5.04371  0.099
H  5.04845  -14.63248  3.39478  0.080
O  -1.10485  -16.87365  2.64953  -0.088
C  -0.10194  -16.53670  1.72382  -0.202
C  0.21527  -17.79269  0.88037  -0.209
O  -0.84876  -18.17495  -0.01520  -0.071
H  -1.93640  -17.06199  2.20486  0.067
H  -0.40429  -15.67111  1.13241  0.126
H  0.82932  -16.20173  2.18189  0.121
H  0.44342  -18.65261  1.51200  0.116
H  1.18071  -17.62335  0.40211  0.115
H  -1.58187  -18.36846  0.57817  0.026
O  -5.34984  -15.94609  0.56504  -0.056
C  -4.95941  -16.51096  1.80236  -0.220
C  -4.56686  -18.01813  1.62923  -0.156
O  -3.31765  -18.00998  0.93402  -0.111
H  -4.60943  -15.91219  -0.04545  0.078
H  -4.17211  -15.90168  2.24646  0.109
H  -5.84326  -16.45610  2.43873  0.109
H  -5.17768  -18.69971  1.03683  0.127
H  -4.45843  -18.46112  2.61919  0.099
H  -3.33728  -17.59381  0.06866  0.098
O  -3.65179  -16.47929  4.58227  -0.094
C  -3.09404  -15.81626  5.66803  -0.217
C  -1.98520  -14.87047  5.18394  -0.182
O  -0.71929  -15.47889  4.92513  -0.097
H  -4.26753  -17.19421  4.76260  0.045
H  -3.89535  -15.35190  6.24428  0.120
H  -2.60647  -16.61219  6.23442  0.093
H  -1.80055  -14.11476  5.94851  0.104
H  -2.15746  -14.24992  4.30319  0.121
H  -0.87283  -16.14287  4.24270  0.037
O  -5.94019  -18.38652  4.87807  -0.078
C  -6.88210  -18.47539  5.92979  -0.225
C  -8.10229  -19.38804  5.65078  -0.186
O  -7.69505  -20.78905  5.75696  -0.073
H  -5.90693  -19.30688  4.60197  0.076
H  -6.46340  -18.91273  6.83756  0.120
H  -7.11578  -17.42282  6.09111  0.102
H  -8.56486  -19.26836  4.67081  0.119
H  -8.81109  -19.11140  6.43068  0.121
H  -7.04305  -21.00660  5.08641  0.068

## Properties
Energy: -70859.9090 eV
E_LUMO: 0.00020 Eh
HOMO: -0.286 hartree